# 1
38
Properties=species:S:1:pos:R:3:forces:R:3 method="wB97M-V/def2-TZVPD" total_charge=-2 relative_energy_ev=0.9004 homo_ev="-1.3 / -1.4" molar_mass_g_mol=436.75 s_squared=2.004 homo_lumo_gap_ev="5.81 / 5.91" spin_multiplicity=3 e_tot_ev=-54185.766
Pd 0.076766 0.865546 -0.179771 2.282 1.680 -1.484
S 2.061436 2.120363 1.375039 1.002 1.821 -0.552
O 2.299729 2.107280 2.813015 0.116 -0.054 0.573
O 0.721301 2.625868 1.019722 -1.807 0.973 1.051
O 3.051873 2.888479 0.617444 0.423 -0.317 0.621
O 1.981271 0.727919 0.855767 0.339 -2.518 -0.334
S -0.512537 2.155515 -2.672078 0.037 1.630 -0.121
O 0.508219 2.580532 -1.681529 0.591 -0.283 0.329
O 0.121782 1.590235 -3.876579 -0.064 -0.548 -0.161
O -1.255346 1.089148 -1.925806 -1.573 -1.037 -0.083
O -1.385334 3.293539 -2.984092 -0.171 -0.473 -0.323
C 3.399653 -0.881899 -2.185866 0.803 -0.806 1.183
C 2.015930 -1.373061 -1.778988 0.290 0.392 -0.516
O 1.063046 -0.333509 -1.866412 0.249 -1.461 -0.663
H 3.521674 -0.572203 -3.220044 -0.315 0.106 -0.056
H 4.101032 -1.711130 -1.984101 -0.058 -0.015 -0.361
H 3.749939 -0.115061 -1.492881 -0.375 0.374 -0.232
H 2.030837 -1.742913 -0.752828 0.039 0.283 0.103
H 1.746166 -2.235223 -2.411777 -0.202 0.099 -0.039
H 0.907658 -0.134333 -2.809540 -0.317 0.698 0.303
C -1.469301 0.796618 3.211824 -0.430 -0.094 0.099
C -2.503463 0.818296 2.097703 -0.192 0.301 -0.186
O -1.938069 1.391333 0.925716 -0.972 -0.006 0.771
H -1.053565 1.792762 3.350979 0.291 -0.078 -0.231
H -0.690129 0.074091 2.982613 0.256 0.241 -0.038
H -1.923502 0.508022 4.166709 -0.136 -0.128 -0.091
H -3.386119 1.399994 2.393013 0.055 -0.011 0.130
H -2.865138 -0.184896 1.834814 0.069 -0.089 0.251
H -2.557390 1.996948 0.510641 0.160 -0.003 -0.247
C -1.937469 -2.975902 0.698691 0.060 0.276 0.183
C -1.099432 -2.008479 -0.152731 -0.763 -0.650 -0.013
O -0.289616 -1.173059 0.663863 -0.485 -1.537 0.371
H -2.380010 -3.815863 0.158792 -0.016 0.263 -0.407
H -2.738664 -2.400360 1.163102 0.016 -0.238 0.308
H -1.315433 -3.457987 1.461165 -0.019 0.237 0.142
H -1.753233 -1.324537 -0.692872 0.154 -0.057 -0.239
H -0.531220 -2.619258 -0.862555 0.342 0.449 -0.072
H 0.226658 -1.762814 1.229838 0.321 0.581 0.031

=====

# 2
30
Properties=species:S:1:pos:R:3:forces:R:3 method="wB97M-V/def2-TZVPD" relative_energy_ev=3.4357 homo_ev=-9.9 molar_mass_g_mol=186.20 homo_lumo_gap_ev=10.14 smiles=OCCO.OCCO.OCCO e_tot_ev=-18795.699
O -1.709714 -0.642506 -3.068283 -0.826 -0.172 -0.792
C -2.951323 -0.192798 -2.476631 1.156 -0.443 -0.383
C -3.080303 1.307691 -2.803947 -0.333 -0.508 2.152
O -4.213039 1.756334 -3.493493 -0.269 -0.215 -1.098
H -1.102031 -1.002560 -2.418146 -0.239 -0.288 0.096
H -3.881030 -0.686591 -2.759300 0.209 -0.562 -1.076
H -2.868527 -0.552116 -1.450889 -0.182 1.133 0.616
H -2.175982 1.604626 -3.335105 -0.259 0.161 0.126
H -3.180450 1.726762 -1.802725 0.759 0.808 0.152
H -5.009053 1.316981 -3.185380 0.047 -0.064 0.139
O 2.874566 -0.096988 2.967197 1.608 1.561 0.223
C 1.821837 -0.600900 3.704225 -1.256 -2.141 -0.871
C 0.730168 0.432601 4.017554 1.940 -1.225 0.219
O 1.327099 1.263296 4.981849 -0.414 0.730 0.427
H 2.570736 -0.008545 2.060850 0.122 0.001 -0.299
H 1.529151 -1.434678 3.066070 -1.319 -0.306 0.167
H 2.175370 -1.124538 4.592429 0.188 0.629 0.342
H -0.124633 -0.084438 4.453533 -0.278 0.471 -0.310
H 0.605818 1.017294 3.106089 -0.958 -0.119 -0.183
H 2.136663 1.527825 4.538874 0.438 0.339 0.286
O 1.608773 0.275522 0.393932 -1.018 0.224 0.548
C 1.147364 0.104235 -0.925239 -0.761 1.518 -0.707
C 1.920948 -0.944476 -1.548924 1.213 -2.060 -2.317
O 1.145279 -2.092131 -1.971357 -0.177 0.069 0.684
H 0.966137 0.892470 0.751704 0.159 0.241 0.663
H 0.087482 -0.095353 -1.083027 -0.283 -0.392 0.887
H 1.232946 1.047054 -1.465499 0.501 0.240 -0.082
H 2.764641 -1.187940 -0.903169 -0.041 -0.321 0.016
H 2.327268 -0.667631 -2.521742 0.267 0.638 0.225
H 1.323841 -2.858501 -1.421448 0.008 0.053 0.154

=====

# 3
42
Properties=species:S:1:pos:R:3:forces:R:3 method="wB97M-V/def2-TZVPD" total_charge=+2 relative_energy_ev=0.0000 homo_ev=-15.1 molar_mass_g_mol=591.76 homo_lumo_gap_ev=4.85 e_tot_ev=-171451.706
Be 0.131431 -1.067384 -2.846857 0.912 0.297 4.187
Be 1.932714 -1.728263 0.268429 -1.932 0.959 -2.469
B 1.751316 -2.642652 -1.847571 0.350 0.872 1.012
H 1.491204 -3.103192 -2.909167 -0.396 -0.677 -0.658
H 0.765667 -2.603195 -1.194209 -0.517 -0.131 0.868
H 2.531545 -3.357209 -1.311510 0.846 -0.719 0.066
H 2.237914 -1.581221 -2.037044 0.506 0.638 -0.008
B 0.264807 -0.119906 -0.810405 0.416 -0.437 -1.744
H 1.322598 -0.156903 -1.336786 0.661 0.217 -0.133
H 0.453655 0.151399 0.319489 -0.247 -0.117 0.874
H -0.364261 0.694768 -1.386571 -0.532 0.898 -0.207
H -0.203802 -1.189810 -0.981829 -0.730 -0.591 -0.083
C -0.660454 2.216838 1.968725 0.102 0.302 0.491
Cl 0.629683 3.186979 1.233376 -0.595 0.183 0.001
Cl -2.045175 3.210861 2.441698 0.345 -0.337 -0.354
Cl -0.037021 1.363651 3.399741 -0.104 -0.144 0.018
H -0.935117 1.436788 1.272106 -0.316 0.221 -0.140
C 3.624091 1.129298 2.942675 0.951 -0.551 0.474
Cl 2.864505 0.974843 1.303734 -0.012 -1.160 -0.172
Cl 3.100189 2.500399 3.859736 0.005 0.051 -0.232
H 3.459451 0.206043 3.490406 -0.481 0.062 -0.081
H 4.695599 1.172892 2.769613 -0.066 0.330 -0.203
C 2.122945 2.878748 -3.180436 -0.614 0.238 -0.792
Cl 0.523711 3.172282 -2.531602 -0.162 0.267 0.185
Cl 2.506528 1.140392 -3.061191 0.485 -0.189 -0.207
H 2.084041 3.097266 -4.242847 0.118 0.022 0.038
H 2.861184 3.512640 -2.700348 0.122 -0.413 0.269
C -3.707970 2.345372 -0.876027 -0.093 0.564 0.512
Cl -3.176919 4.041188 -1.082288 0.225 -0.597 -0.038
Cl -4.651571 1.790393 -2.239233 -0.172 -0.190 -0.257
H -2.881273 1.653743 -0.740336 0.274 0.325 -0.087
H -4.315253 2.350902 0.023441 -0.139 -0.126 -0.115
C -3.057006 -2.793919 -0.932375 -0.618 -0.507 -0.766
Cl -1.717508 -3.911705 -0.749013 -0.145 0.063 0.069
Cl -2.583300 -1.290478 -1.786042 -0.025 0.244 -0.426
H -3.795096 -3.255172 -1.582038 0.121 -0.092 -0.032
H -3.570840 -2.525122 -0.013949 0.546 0.151 0.241
C -0.594168 -2.702886 3.475087 -0.880 0.534 0.880
Cl -0.675099 -2.029480 1.811912 0.980 0.025 -0.393
Cl -1.979155 -2.113363 4.407790 0.167 -0.093 -0.280
H -0.680614 -3.781064 3.437544 0.400 -0.008 -0.164
H 0.276824 -2.274760 3.954171 0.242 -0.382 -0.147